1 | {"formula": "C4H2OS", "method": "ωB97M-V/def2-TZVPD", "gap_ev": 7.5128, "elements": ["C", "C", "C", "S", "C", "O", "H", "H"], "positions_angstrom": [[-0.311, 2.078, 0.086], [0.090, 0.961, -0.214], [0.685, -0.359, -0.044], [2.259, -0.392, -0.127], [-0.297, -1.530, 0.193], [-1.513, -1.277, -0.286], [-1.059, 3.022, -0.039], [0.146, -2.503, 0.432]]}

=====

2 | {"formula": "C4H2OS", "method": "ωB97M-V/def2-TZVPD", "gap_ev": 7.4064, "elements": ["C", "C", "C", "O", "C", "S", "H", "H"], "positions_angstrom": [[-0.811, 0.382, 1.923], [-0.396, 0.574, 0.819], [0.152, 0.732, -0.707], [0.364, 1.585, -1.608], [0.500, -0.663, -1.082], [0.611, -1.939, -0.088], [-1.172, 0.125, 2.875], [0.752, -0.796, -2.132]]}

=====

Most stable = 2

=====

1 | {"formula": "C5H8N", "method": "ωB97M-V/def2-TZVPD", "gap_ev": 10.1732, "charge": 1, "elements": ["C", "C", "C", "C", "C", "N", "H", "H", "H", "H", "H", "H", "H", "H"], "positions_angstrom": [[0.255, 1.339, -0.946], [-0.916, -0.240, -0.473], [-0.209, -0.331, -1.889], [-0.063, 0.858, 0.362], [1.149, 0.369, 1.153], [0.393, 0.949, -2.088], [-1.949, 0.116, -0.325], [-0.696, -1.327, 0.050], [0.743, -1.006, -2.083], [-0.718, -0.767, -2.703], [-0.909, 1.342, 0.950], [0.863, -0.245, 1.992], [1.645, 1.186, 1.588], [1.876, -0.074, 0.456]]}

=====

2 | {"formula": "C5H8N", "method": "ωB97M-V/def2-TZVPD", "gap_ev": 10.1734, "charge": 1, "elements": ["C", "C", "C", "C", "C", "N", "H", "H", "H", "H", "H", "H", "H", "H"], "positions_angstrom": [[2.255, -0.441, -0.437], [2.092, 0.278, 0.605], [-0.009, 0.823, 1.043], [-2.171, 0.277, -0.163], [-1.303, -0.787, -0.553], [-0.805, 0.198, 0.343], [3.212, -0.658, -0.932], [1.624, -0.616, -1.256], [2.776, 0.626, 1.390], [-0.358, 1.492, 1.749], [-2.309, 1.145, -0.819], [-2.781, 0.270, 0.690], [-1.363, -1.800, -0.121], [-0.859, -0.806, -1.538]]}

=====

Most stable = 1

=====

1 | {"formula": "C5H8N", "method": "ωB97M-V/def2-TZVPD", "gap_ev": 9.3106, "charge": 1, "elements": ["C", "C", "C", "N", "C", "C", "H", "H", "H", "H", "H", "H", "H", "H"], "positions_angstrom": [[2.876, 0.701, 0.074], [1.708, 0.068, 0.024], [1.138, -1.292, -0.092], [0.359, -0.100, -0.075], [-0.852, 0.403, -0.055], [-2.380, 0.005, 0.095], [3.047, 1.794, -0.108], [3.700, 0.108, 0.250], [1.149, -1.791, -1.143], [1.199, -2.096, 0.750], [-1.017, 1.532, 0.014], [-2.465, -1.029, 0.094], [-2.812, 0.445, 0.933], [-2.797, 0.366, -0.718]]}

=====

2 | {"formula": "C5H8N", "method": "ωB97M-V/def2-TZVPD", "gap_ev": [6.9257, 10.0960], "charge": 1, "elements": ["C", "C", "C", "C", "C", "N", "H", "H", "H", "H", "H", "H", "H", "H"], "positions_angstrom": [[0.603, 0.031, -1.177], [0.038, -0.889, 0.873], [-0.818, 0.613, -0.712], [-1.218, -0.581, 0.096], [0.194, 1.475, 0.366], [0.927, 0.247, 0.269], [0.757, -0.943, -1.685], [1.040, 0.845, -1.636], [-0.084, -0.803, 1.973], [0.340, -1.854, 0.848], [-1.492, 1.110, -1.342], [-2.036, -1.137, 0.112], [-0.151, 1.643, 1.351], [1.900, 0.242, 0.665]]}

=====

3 | {"formula": "C5H8N", "method": "ωB97M-V/def2-TZVPD", "gap_ev": 10.7414, "charge": 1, "elements": ["C", "C", "C", "C", "C", "N", "H", "H", "H", "H", "H", "H", "H", "H"], "positions_angstrom": [[1.037, -1.140, 0.371], [0.555, 0.731, 0.495], [1.871, 0.469, -0.321], [-0.272, -0.652, 0.604], [-1.250, -1.077, -0.447], [2.092, -0.954, -0.178], [0.883, 1.096, 1.587], [-0.144, 1.432, 0.136], [1.573, 0.807, -1.383], [2.929, 0.914, -0.136], [-0.739, -0.572, 1.530], [-0.858, -1.819, -1.133], [-1.686, -0.220, -1.223], [-2.150, -1.446, 0.081]]}

=====

4 | {"formula": "C5H8N", "method": "ωB97M-V/def2-TZVPD", "gap_ev": 9.6938, "charge": 1, "elements": ["C", "C", "C", "N", "C", "C", "H", "H", "H", "H", "H", "H", "H", "H"], "positions_angstrom": [[-0.014, 1.152, 1.999], [0.049, 0.852, 0.529], [-1.118, 0.184, -0.251], [-0.286, -0.545, -0.993], [-0.304, -1.146, -2.260], [0.503, -0.436, 0.083], [0.098, 2.305, 2.048], [0.884, 0.707, 2.570], [-1.018, 0.764, 2.286], [0.334, 1.670, -0.041], [-1.412, -1.120, -2.738], [0.120, -2.182, -2.403], [0.229, -0.398, -2.921], [1.039, -1.199, 0.574]]}

=====

Most stable = 1

=====

1 | {"formula": "C5H8N", "method": "ωB97M-V/def2-TZVPD", "gap_ev": [7.4975, 10.1223], "charge": 1, "elements": ["C", "C", "C", "C", "C", "N", "H", "H", "H", "H", "H", "H", "H", "H"], "positions_angstrom": [[0.011, -1.136, -0.556], [-0.736, 0.422, 0.768], [0.487, 0.175, -1.177], [-0.564, 1.096, -0.583], [1.629, 0.117, 0.130], [0.387, -0.537, 0.741], [-0.968, -1.484, -0.678], [0.615, -2.029, -0.854], [-0.683, 1.150, 1.554], [-1.572, -0.181, 0.727], [0.740, 0.192, -2.194], [-0.861, 2.003, -0.892], [2.042, 0.869, 0.696], [0.409, -1.066, 1.587]]}

=====

2 | {"formula": "C5H8N", "method": "ωB97M-V/def2-TZVPD", "gap_ev": [6.2374, 6.2362], "charge": 1, "elements": ["C", "C", "C", "C", "C", "N", "H", "H", "H", "H", "H", "H", "H", "H"], "positions_angstrom": [[0.100, -0.918, 1.157], [-0.805, -0.713, -0.104], [-0.752, 0.768, -0.452], [1.463, 1.536, -1.749], [0.695, 1.164, -0.796], [0.163, -1.763, 2.061], [0.725, 0.019, 1.466], [-0.350, -1.169, -1.051], [-1.797, -1.115, 0.114], [-1.421, 0.942, -1.196], [-1.113, 1.284, 0.498], [-0.305, -2.667, 2.140], [2.232, 1.700, -2.412], [1.165, 0.930, 0.324]]}

=====

3 | {"formula": "C5H8N", "method": "ωB97M-V/def2-TZVPD", "gap_ev": [9.4757, 9.4745], "charge": 1, "elements": ["C", "C", "C", "N", "C", "C", "H", "H", "H", "H", "H", "H", "H", "H"], "positions_angstrom": [[-2.276, -0.453, 0.051], [-0.926, 0.237, -0.138], [0.299, -0.303, -1.037], [1.157, -0.097, -0.153], [2.567, -0.129, 0.051], [0.039, -0.187, 0.785], [-2.808, -0.006, -0.835], [-2.700, -0.016, 0.931], [-2.225, -1.477, 0.172], [-1.066, 1.358, -0.230], [2.851, -1.185, 0.445], [2.784, 0.564, 0.785], [3.138, 0.132, -0.912], [-0.093, -1.120, 1.369]]}

=====

Most stable = 3